(1)
The following is a DFT calculation (the ωB97M-V functional and the def2-TZVPD basis) of C43H51AsFN5O8P2Se2Si3Zn as an isolated structure at a distorted geometry.

```
117
Properties=species:S:1:pos:R:3:forces:R:3
Zn 0.853 -0.052 -1.966 -0.03 0.30 -0.09
O 2.764 3.132 -3.576 1.74 -0.26 0.28
C 2.167 2.191 -3.118 -5.43 1.83 -1.56
O 2.418 1.088 -2.589 1.69 -1.61 0.87
C 0.269 2.378 -3.296 4.70 0.01 0.23
O -0.126 3.290 -3.998 -0.96 -0.69 0.54
O -0.222 1.474 -2.564 -2.06 0.07 -0.38
Se 3.734 0.142 4.502 -0.07 0.11 -0.41
P 2.084 1.225 3.673 0.94 -0.63 1.13
C 2.667 2.909 3.490 -0.07 0.49 -0.96
C 2.731 3.713 4.611 -0.06 0.93 0.88
C 3.425 4.925 4.556 0.54 -0.29 -0.63
C 4.065 5.302 3.351 0.22 0.17 1.09
C 3.914 4.550 2.197 -0.20 0.20 -0.14
C 3.207 3.361 2.269 -0.23 -0.57 -0.10
C 0.793 1.299 4.960 -1.32 0.54 -1.08
C -0.284 2.185 4.730 -0.15 -0.03 1.12
C -1.287 2.279 5.730 1.58 0.33 -0.91
C -1.151 1.537 6.897 -1.38 0.21 -0.04
C -0.116 0.660 7.087 0.18 -0.37 0.50
C 0.808 0.495 6.096 1.11 -0.42 -1.07
C 1.382 0.760 2.125 -2.54 0.14 -1.80
C 1.649 -0.156 1.086 -0.71 1.39 0.94
N 0.710 0.063 0.085 0.32 0.95 2.31
N -0.131 1.047 0.542 0.90 -0.77 0.02
N 0.186 1.474 1.727 2.27 -1.54 -0.16
P 2.922 -1.423 1.024 -0.25 -1.80 -3.47
Se 2.335 -2.627 -0.765 0.48 0.78 1.11
C 4.561 -0.755 0.691 -0.72 1.10 -0.55
C 4.629 -0.001 -0.509 0.31 0.18 0.46
C 5.827 0.573 -0.934 -0.42 -0.63 -0.22
C 6.957 0.268 -0.184 0.99 0.51 -0.39
C 6.884 -0.423 0.994 -0.05 -1.14 1.16
C 5.656 -0.922 1.491 1.58 1.04 -0.75
C 3.062 -2.583 2.370 -0.11 -0.20 0.19
C 4.029 -3.595 2.346 0.58 -0.04 -0.85
C 4.150 -4.472 3.422 0.40 0.51 -0.43
C 3.356 -4.293 4.539 -0.49 0.97 -0.41
C 2.366 -3.310 4.518 -0.25 -0.31 0.10
C 2.156 -2.508 3.405 -0.03 -0.42 0.09
H 2.239 3.439 5.565 0.43 -0.05 -0.74
H 3.539 5.502 5.478 -0.02 -0.02 -0.44
H 4.778 6.133 3.343 -0.58 0.01 0.03
H 4.311 4.922 1.239 -0.11 -0.42 0.58
H 3.099 2.763 1.361 -0.04 0.05 0.33
H -0.322 2.804 3.819 -0.02 -0.43 0.56
H -2.025 3.059 5.618 -0.45 -0.29 0.01
H -1.970 1.519 7.608 0.15 0.45 0.22
H 0.009 0.116 8.019 -0.32 -0.14 -0.16
H 1.540 -0.313 6.114 0.16 0.45 0.35
H 3.703 0.152 -1.043 0.07 0.11 -0.45
H 5.941 1.134 -1.876 -0.47 -0.27 0.63
H 7.949 0.595 -0.519 -0.42 -0.03 0.03
H 7.799 -0.680 1.554 -0.48 0.42 -0.28
H 5.650 -1.293 2.488 -0.34 -0.63 0.45
H 4.683 -3.718 1.444 -0.68 0.23 0.99
H 4.944 -5.210 3.415 -0.14 -0.11 -0.06
H 3.509 -4.872 5.419 0.04 -0.42 0.52
H 1.763 -3.143 5.394 -0.27 -0.14 0.18
H 1.291 -1.862 3.259 0.26 0.09 0.64
F 4.963 -1.723 -4.483 -0.23 -0.44 -0.42
C 3.888 -2.129 -5.182 -0.56 -0.28 -0.85
C 2.643 -1.895 -4.739 -0.14 0.04 -0.91
N 1.535 -2.145 -5.560 0.04 0.07 -0.21
C 0.244 -1.471 -5.290 -0.97 -0.77 -0.40
C -0.417 -1.955 -3.991 -0.62 -0.27 2.27
O -1.497 -2.590 -4.014 2.02 1.17 -0.20
O 0.245 -1.655 -2.868 -1.26 -0.75 -2.34
C 1.639 -2.801 -6.799 -0.33 0.76 1.62
O 0.693 -2.924 -7.546 0.40 -0.44 -0.44
N 2.913 -3.290 -7.068 -0.49 -0.07 -1.29
C 4.068 -2.738 -6.532 2.81 0.39 -0.06
O 5.159 -2.778 -7.135 -2.09 -0.24 1.04
H 2.443 -1.438 -3.784 -0.06 0.11 0.08
H -0.421 -1.730 -6.136 0.47 0.05 0.63
H 0.302 -0.386 -5.271 0.56 0.15 0.16
H 2.949 -3.707 -8.026 0.37 0.65 1.29
C -4.323 0.167 2.286 0.41 -0.91 -0.05
Si -4.422 1.116 0.650 0.00 0.40 0.24
C -3.374 2.635 0.975 0.02 0.36 0.62
C -6.225 1.615 0.648 -0.43 0.03 1.53
As -3.607 0.165 -1.351 0.21 -0.13 -0.11
Si -4.233 -2.175 -1.225 0.66 0.26 0.26
C -4.698 -2.873 -2.880 0.88 0.06 -0.29
C -5.529 -2.541 0.047 -1.71 -0.10 0.78
C -2.683 -3.014 -0.638 0.42 -0.23 0.43
Si -4.987 1.151 -3.086 1.11 -0.08 0.02
C -4.031 0.778 -4.671 0.25 -0.76 1.20
C -5.230 3.008 -3.100 0.29 0.10 0.55
C -6.656 0.447 -2.827 -1.11 -2.06 0.42
H -3.253 -0.052 2.478 -0.51 -0.05 0.10
H -4.897 -0.784 2.292 0.43 0.42 -0.12
H -4.712 0.752 3.134 0.16 0.14 -0.37
H -3.629 3.094 1.961 0.02 -0.37 -0.53
H -3.510 3.414 0.228 0.05 0.04 -0.22
H -2.314 2.373 1.009 -0.02 0.01 -0.12
H -6.372 2.448 1.378 0.19 -0.42 -0.42
H -6.745 0.751 1.110 -0.08 0.33 -0.46
H -6.704 1.900 -0.261 -0.28 0.08 -0.74
H -5.498 -2.287 -3.287 -0.73 0.07 -0.40
H -4.941 -3.949 -2.843 0.02 0.42 -0.02
H -3.813 -2.709 -3.530 -0.40 -0.29 0.25
H -6.221 -1.680 0.166 0.33 -0.39 0.12
H -5.144 -2.822 1.048 0.02 0.35 -0.54
H -6.191 -3.383 -0.253 0.43 0.29 -0.04
H -2.106 -3.250 -1.526 0.40 0.05 -0.12
H -2.796 -3.950 -0.052 -0.27 0.47 -0.32
H -2.090 -2.322 -0.026 0.02 -0.15 -0.14
H -3.643 -0.252 -4.653 -0.10 0.22 -0.03
H -3.154 1.432 -4.555 -0.17 -0.02 -0.53
H -4.599 0.906 -5.580 -0.04 0.39 -0.34
H -4.256 3.492 -3.042 0.05 0.21 -0.54
H -5.724 3.341 -2.199 -0.41 0.02 0.42
H -5.852 3.350 -3.943 0.47 -0.15 0.06
H -6.601 -0.152 -1.869 -0.28 0.58 -1.04
H -7.020 -0.251 -3.623 0.26 0.56 0.54
H -7.395 1.222 -2.678 -0.30 0.23 -0.05
```
Positions in Å, forces in eV/Å.

## Properties
Orbital gap   5.0 eV
Charge   -2
E   -354134.23652 eV
HOMO level   -0.0573 Ha
Spin multiplicity   1

(2)
The following is a DFT calculation (the ωB97M-V functional and the def2-TZVPD basis) of a 2-piece molecular cluster, C5H7NO overall.

```
14
Properties=species:S:1:pos:R:3:forces:R:3
C 1.818 0.274 -0.290 0.05 -0.05 0.22
C 0.660 0.396 0.349 0.15 -0.17 -0.21
C -0.436 -0.575 0.470 0.00 0.15 -0.04
N -0.250 -1.915 0.336 -0.07 -0.01 0.10
C -1.562 0.178 0.611 -0.07 0.02 0.07
C -1.219 1.578 0.781 0.18 -0.35 0.05
O 0.145 1.624 0.698 -0.12 0.12 0.02
H 2.139 -0.686 -0.687 -0.07 0.16 0.17
H -0.034 1.319 -1.915 -0.29 0.17 -0.10
H 2.442 1.146 -0.465 -0.11 -0.17 0.07
H -1.060 -2.500 0.478 0.10 0.08 -0.02
H 0.607 -2.307 0.698 -0.07 0.10 -0.16
H -2.583 -0.182 0.623 0.13 0.03 0.11
H -0.667 1.650 -1.685 0.19 -0.07 -0.26
```
Positions in Å, forces in eV/Å.

## Properties
Orbital gap   8.0 eV
E   -8831.86682 eV
HOMO level   -0.3067 Ha
Spin multiplicity   1

(3)
The following is a DFT calculation (the ωB97M-V functional and the def2-TZVPD basis) of one molecule with the formula C5H7NO.

```
14
Properties=species:S:1:pos:R:3:forces:R:3
O -1.934 1.282 2.620 -0.25 -0.17 -0.04
C -1.166 1.678 1.504 0.27 0.15 -0.25
C -0.694 0.548 0.685 0.09 -0.38 -0.24
C -0.354 -0.396 0.013 -0.08 0.36 0.26
C 0.087 -1.523 -0.785 -0.19 0.06 -0.03
C 1.323 -1.379 -1.602 0.06 0.14 -0.25
N 1.318 -2.238 -0.429 0.11 -0.02 0.24
H -2.645 0.716 2.296 0.09 0.06 0.14
H -1.720 2.379 0.861 0.06 -0.13 0.10
H -0.308 2.224 1.907 -0.08 -0.08 -0.08
H -0.704 -2.175 -1.149 0.11 0.14 0.06
H 1.834 -0.420 -1.554 -0.09 -0.16 0.02
H 1.392 -1.895 -2.556 -0.03 0.07 0.16
H 1.769 -1.773 0.355 -0.07 -0.03 -0.08
```
Positions in Å, forces in eV/Å.

## Properties
Orbital gap   10.1 eV
E   -8832.86653 eV
HOMO level   -0.3429 Ha
Spin multiplicity   1
SMILES   OCC#C[C@H]1CN1

(4)
The following is a DFT calculation (the ωB97M-V functional and the def2-TZVPD basis) of C30H25FeN3PS3Se2 as an isolated structure.

```
65
Properties=species:S:1:pos:R:3:forces:R:3
Fe -0.897 -0.396 1.795 -0.56 0.04 0.79
C 1.817 1.586 3.500 -0.05 0.06 -0.02
C 1.131 2.268 2.354 -0.08 -0.10 0.02
C 1.758 3.309 1.668 0.11 -0.05 0.12
C 1.081 3.968 0.667 -0.06 0.09 -0.15
C -0.231 3.614 0.390 0.09 0.18 -0.04
C -0.782 2.562 1.092 -0.36 -0.18 -0.03
N -0.101 1.871 2.016 0.17 -0.03 -0.07
C -2.187 2.106 0.863 0.37 -0.08 0.11
C -3.182 2.980 0.516 -0.28 0.04 -0.08
C -4.505 2.462 0.403 0.19 0.19 0.01
C -4.729 1.139 0.614 0.05 -0.19 0.02
C -3.649 0.266 0.931 -0.02 -0.06 -0.03
N -2.391 0.798 1.074 0.01 0.17 0.11
C -3.754 -1.144 1.075 -0.03 0.07 -0.03
C -4.986 -1.831 0.935 0.01 0.02 0.00
C -5.015 -3.189 1.043 -0.10 -0.07 -0.01
C -3.823 -3.889 1.282 0.03 -0.01 0.00
C -2.644 -3.181 1.422 0.05 0.21 -0.01
C -1.366 -3.925 1.676 -0.01 0.05 0.00
N -2.596 -1.835 1.335 0.03 -0.14 -0.09
H 2.432 0.763 3.136 0.00 0.00 -0.02
H 2.460 2.300 4.019 -0.03 -0.04 -0.01
H 1.083 1.179 4.196 0.02 0.03 -0.03
H 2.778 3.570 1.924 -0.06 0.00 0.00
H 1.568 4.754 0.101 -0.02 -0.02 0.01
H -0.805 4.115 -0.378 0.03 -0.02 0.02
H -2.966 4.031 0.383 -0.04 -0.02 0.00
H -5.331 3.122 0.163 0.03 0.00 0.00
H -5.732 0.744 0.534 0.02 0.01 0.00
H -5.896 -1.283 0.734 0.03 0.00 0.02
H -5.953 -3.722 0.936 0.04 0.01 0.01
H -3.809 -4.968 1.360 -0.01 0.02 -0.01
H -1.028 -3.783 2.705 -0.04 0.01 -0.03
H -0.569 -3.561 1.027 -0.01 0.01 -0.01
H -1.518 -4.991 1.502 0.02 0.04 0.00
S 0.234 -2.076 5.787 -0.03 0.04 -0.01
C -0.195 -1.400 4.355 0.06 -0.08 0.07
S -1.593 -0.443 4.036 0.11 0.02 -0.29
S 0.699 -1.534 2.874 0.23 -0.13 0.18
Se -0.061 -0.544 -0.484 0.04 -0.22 -0.51
P 2.095 -0.440 -0.860 -0.07 0.13 0.00
Se 3.495 -0.488 0.733 -0.03 0.05 -0.10
C 2.464 -1.750 -2.094 0.03 -0.12 -0.12
C 1.495 -2.219 -2.983 0.12 0.02 -0.04
C 1.821 -3.178 -3.934 0.01 0.07 0.08
C 3.115 -3.680 -4.007 -0.02 0.03 0.03
C 4.081 -3.220 -3.124 -0.03 0.04 0.02
C 3.757 -2.262 -2.171 -0.02 -0.06 -0.04
C 2.319 1.088 -1.872 0.05 0.13 -0.05
C 3.620 1.492 -2.176 -0.05 0.01 0.01
C 3.845 2.635 -2.928 -0.01 -0.02 0.01
C 2.774 3.399 -3.382 0.03 -0.05 0.03
C 1.479 3.005 -3.084 0.01 -0.12 0.07
C 1.251 1.853 -2.334 0.14 0.02 -0.05
H 0.483 -1.840 -2.923 -0.01 0.00 0.02
H 1.059 -3.539 -4.615 0.02 0.02 0.03
H 3.365 -4.436 -4.744 -0.01 0.03 0.02
H 5.090 -3.613 -3.168 -0.04 0.01 0.01
H 4.498 -1.918 -1.459 0.00 -0.01 -0.01
H 4.456 0.917 -1.794 -0.02 0.02 -0.01
H 4.861 2.938 -3.155 -0.01 -0.01 0.01
H 2.951 4.297 -3.962 0.01 -0.02 0.01
H 0.638 3.595 -3.429 0.00 -0.02 0.01
H 0.240 1.555 -2.093 -0.03 0.00 0.02
```
Positions in Å, forces in eV/Å.

## Properties
Orbital gap (alpha / beta)   4.2 / 7.6 eV
Charge   -1
E   -242866.21761 eV
Expectation value of S²   6.296
HOMO level (alpha / beta)   -0.0951 / -0.1880 Ha
Spin multiplicity   5